Density functional theory data (ωB97M-V/def2-TZVPD) for a structure of composition C5H9N4S2 at a distorted geometry.

Geometry as XYZ:
```
20
Properties=species:S:1:pos:R:3:nbo_charge:R:1
C 2.8577 -0.4594 0.0531 0.2791
C -0.5399 -1.4940 0.0525 0.6237
C -2.9634 0.4842 -0.8332 -0.4677
C 2.6973 0.9551 0.0863 -0.5431
C 1.2667 1.2378 -0.3691 -0.2206
N 2.8851 -1.5961 0.1638 -0.3025
N 0.1541 -0.6158 0.5140 -0.2436
N -0.9479 -2.7262 0.2163 -0.7997
N 0.3361 0.7637 0.5489 -0.4131
S -1.9982 -0.6348 -1.5717 0.1288
S -3.1543 0.4838 0.8687 0.2300
H -3.4714 1.3379 -1.4710 0.2837
H 3.5005 1.4334 -0.5022 0.2741
H 2.9266 1.4075 0.9852 0.2544
H 1.1316 2.2676 -0.4256 0.2291
H 1.1143 0.9481 -1.3588 0.2262
H -0.5016 -3.4524 0.7802 0.4531
H -1.7700 -3.0044 -0.2742 0.4326
H 0.4530 1.1295 1.6031 0.4180
H -3.9763 1.5344 0.9335 0.1573
```

Results
Energy ... -1210.927799 hartree
Net charge ... +1
HOMO-LUMO gap ... 7.61 eV


Density functional theory data (ωB97M-V/def2-TZVPD) for a cluster of 2 separate species, C6H10N2 in total at a distorted geometry.

Geometry as XYZ:
```
18
Properties=species:S:1:pos:R:3:nbo_charge:R:1
C -0.7872 -0.4595 -1.6457 0.2561
C 0.8600 1.8849 0.3894 -0.3951
C 0.6239 0.6598 -0.0863 -0.0092
C 1.8058 -0.1228 -0.4325 -0.6270
C -0.7052 -1.7397 0.6667 -0.5553
C -0.6899 0.1149 -0.3203 0.0581
N -0.9422 -0.9530 -2.6674 -0.3118
N -1.7899 0.8522 0.2236 -0.8203
H 0.0643 2.5456 0.8179 0.1879
H 1.9023 2.1843 0.6833 0.2033
H 1.7443 -0.3356 -1.4548 0.2271
H 2.6321 0.5186 -0.1876 0.2187
H 1.6806 -0.9255 0.2204 0.2171
H 0.2148 -1.9851 1.0605 0.1862
H -1.4730 -1.6036 1.3463 0.1852
H -1.0312 -2.4026 -0.0843 0.1996
H -1.4703 1.4318 1.1429 0.3933
H -2.6392 0.3353 0.3280 0.3861
```

Results
Energy ... -344.003294 hartree
Net charge ... 0
HOMO-LUMO gap ... 9.38 eV


Density functional theory data (ωB97M-V/def2-TZVPD) for a structure of composition C5H6N2 at a distorted geometry.

Geometry as XYZ:
```
13
Properties=species:S:1:pos:R:3:nbo_charge:R:1
C 0.9962 -0.8889 0.7519 -0.4401
C -0.4721 -0.6881 1.1455 -0.1830
C -1.3571 0.9680 -0.8333 0.1310
C 0.7132 0.8140 -1.5500 -0.0907
C 0.6835 -0.0586 -0.4156 0.0864
H 1.5062 -0.2519 1.3044 0.2177
H 1.7768 -1.9011 0.9517 0.2253
H -1.0766 -1.5792 1.4280 0.2168
H -0.5725 0.3168 1.9755 0.1932
H -2.4155 0.9892 -0.4814 0.2152
H 1.3513 0.8025 -2.4603 0.2171
N -0.6915 -0.0622 -0.2417 -0.3372
N -0.4418 1.5396 -1.5747 -0.4517
```

Results
Energy ... -303.459224 hartree
Net charge ... 0
HOMO-LUMO gap ... 9.00 eV


Density functional theory data (ωB97M-V/def2-TZVPD) for a cluster of 9 separate species, C6H30O9 in total at a distorted geometry.

Geometry as XYZ:
```
45
Properties=species:S:1:pos:R:3:nbo_charge:R:1
C -0.2105 -0.2156 2.9619 -0.6227
C -0.5558 0.9457 2.0101 -0.1733
C -0.2101 2.2282 2.6619 -0.6191
C 0.2569 0.6753 0.7070 -0.4331
C -0.2776 1.4446 -0.5293 -0.4380
C -1.3975 0.6529 -1.2659 -0.0415
O -1.0243 -0.6301 -1.3873 -0.7737
H 0.8333 -0.5049 3.1021 0.2110
H -0.8091 -0.8720 2.5136 0.2054
H -0.7733 -0.0298 3.9082 0.2026
H -1.6528 0.9913 1.8894 0.1732
H -0.7375 2.9751 2.1411 0.2102
H 0.8488 2.3367 2.7079 0.1833
H -0.5383 2.2129 3.6273 0.2080
H 0.0031 -0.4500 0.5137 0.2064
H 1.2704 0.7671 0.9248 0.1919
H -0.8718 2.4246 -0.0966 0.2161
H 0.6237 1.7062 -1.2014 0.2301
H -2.1183 0.6695 -0.4514 0.1212
H -1.7139 0.9992 -2.1824 0.1721
H -0.0725 -0.6842 -1.7868 0.5004
O -3.7555 0.5435 1.8735 -0.9232
H -3.5111 0.4623 0.9579 0.4664
H -3.1305 1.2892 2.2336 0.4655
O 1.6593 2.1434 -3.0905 -0.9682
H 1.3198 1.7232 -3.8511 0.4614
H 2.5525 1.6745 -2.9715 0.4738
O 0.9250 3.6334 0.1898 -0.8898
H 1.6149 3.0245 0.2410 0.4428
H 1.0099 3.5349 1.1443 0.4555
O -2.2397 -3.3471 -0.3494 -0.9428
H -2.5406 -2.4509 -0.2850 0.4792
H -2.1585 -3.6588 0.6146 0.4649
O 1.3889 -1.5158 -2.2157 -0.9786
H 1.3546 -1.9448 -1.3568 0.4931
H 1.5233 -2.1537 -2.9151 0.5183
O 3.3929 0.6199 -1.9549 -0.9359
H 2.9220 0.0724 -2.5896 0.4921
H 2.6933 1.1186 -1.3929 0.4849
O 1.2487 -3.6452 0.4479 -0.9664
H 0.9503 -2.8022 0.7667 0.4862
H 1.1206 -4.3462 1.0353 0.4848
O 0.5284 -3.7969 -2.6634 -0.9796
H -0.3409 -3.7134 -2.9200 0.4811
H 0.5995 -4.1076 -1.7165 0.5039
```

Results
Energy ... -923.589362 hartree
SMILES ... CC(C)CCCO.O.O.O.O.O.O.O.O
Net charge ... 0
HOMO-LUMO gap ... 9.88 eV


Density functional theory data (ωB97M-V/def2-TZVPD) for a structure of composition C24H76BrCuN20O12 at a distorted geometry.

Geometry as XYZ:
```
134
Properties=species:S:1:pos:R:3:mulliken_charge:R:1
Cu -0.2027 -0.5163 -1.3088 -0.5417
Br -0.2660 0.0555 -3.9831 -0.7315
C -1.3541 -3.9596 -4.7006 0.6007
O -1.9437 -3.8665 -3.6655 -0.6206
N -1.1576 -5.0621 -5.3629 -0.4653
N -0.8230 -2.9695 -5.3705 -0.2799
H -0.8514 -4.9476 -6.3186 0.1425
H -1.6691 -5.8966 -5.1140 0.2448
H -0.3791 -3.1587 -6.2577 0.1208
H -0.8227 -2.0739 -4.9035 -0.0711
C 0.8426 2.8819 2.3008 0.2730
O 1.1910 1.7426 2.1274 -0.5998
N 1.2032 3.7034 3.2194 -0.3515
N -0.0331 3.4946 1.5049 0.0530
H 0.9264 4.6574 3.0370 0.1698
H 2.0336 3.4190 3.7190 0.2978
H -0.4191 4.3595 1.8558 0.1699
H -0.4352 2.9581 0.7496 -0.4017
C 6.1227 -1.2868 -2.7089 0.7490
O 6.6524 -1.1660 -1.5979 -0.7482
N 4.8330 -1.4511 -2.8571 -0.0564
N 6.8088 -1.3129 -3.8273 -0.4234
H 4.2519 -1.3939 -2.0330 -0.2899
H 4.4457 -1.6614 -3.7659 0.2291
H 6.2552 -1.4767 -4.6560 0.1329
H 7.8093 -1.1746 -3.8291 0.2551
C 1.7499 -3.2009 -1.2408 0.3632
O 1.3358 -2.0142 -1.2569 -0.2629
N 2.9242 -3.5724 -0.7232 -0.3599
N 1.2596 -4.1459 -1.9727 -0.2201
H 3.3274 -2.8382 -0.1589 0.0647
H 3.2160 -4.5218 -0.5394 0.2563
H 1.9789 -4.8302 -2.1585 0.1866
H 0.3814 -3.9862 -2.4452 -0.0676
C -1.9012 -5.2570 -0.3346 0.2470
O -1.2484 -4.2514 -0.1029 -0.5890
N -2.6859 -5.4091 -1.4341 -0.3275
N -2.0676 -6.2227 0.5101 -0.4009
H -2.9566 -6.3761 -1.5430 0.2450
H -2.4875 -4.9272 -2.2993 0.2744
H -1.6487 -6.2021 1.4289 0.2488
H -2.7354 -6.9146 0.2014 0.1484
C -2.2097 2.0137 -0.8123 -0.3146
O -1.4965 1.0258 -0.5974 1.5353
N -2.2338 2.5568 -1.9722 -0.2714
N -2.8279 2.7075 0.1492 -0.1244
H -1.7960 2.1007 -2.7599 0.1203
H -2.8322 3.3622 -2.0879 0.2139
H -2.9783 2.2308 1.0268 -0.1637
H -3.2916 3.5990 0.0478 0.1969
C 0.0421 -1.5842 1.8450 -0.5274
O -0.3203 -1.0725 0.7764 1.2023
N 0.6028 -0.9399 2.8175 -0.1808
N -0.1518 -2.8044 2.1585 -0.1709
H 0.9534 -1.5442 3.5469 0.1928
H 0.6774 0.0554 2.6628 0.0461
H -0.4759 -3.4301 1.4350 0.2089
H 0.6150 -2.9730 2.7939 0.2300
C 2.5124 1.3276 -1.0654 -0.2087
O 1.3778 0.9577 -1.2000 0.6609
N 2.9843 1.6063 0.0647 0.0329
N 3.3993 1.4950 -1.9910 -0.1174
H 2.3531 1.4406 0.8355 -0.3191
H 3.9121 1.9797 0.2054 0.1927
H 3.2333 1.3717 -2.9796 0.3140
H 4.2719 1.9021 -1.6860 0.0839
C -4.3633 -2.3336 -1.7719 -1.5281
C -3.4192 -1.5506 -0.8924 1.0870
C -3.5144 -1.9515 0.5770 -0.1524
O -4.7911 -1.4796 1.0367 -0.3989
C -4.9126 -1.6151 2.4403 -0.2636
N -2.0421 -1.9591 -1.3416 1.0305
H -4.3836 -1.9788 -2.8024 0.4401
H -5.3802 -2.3168 -1.3798 0.4046
H -4.1197 -3.3891 -1.8933 0.1922
H -3.6944 -0.5022 -1.0073 -0.3603
H -2.7864 -1.4112 1.1822 -0.0854
H -3.3761 -3.0223 0.7265 0.3576
H -4.2543 -0.9204 2.9619 -0.2453
H -4.8271 -2.6645 2.7220 0.3691
H -5.9131 -1.2827 2.7173 0.2685
H -2.2589 -2.3554 -2.2450 -0.1183
H -1.7924 -2.8147 -0.8666 -0.7212
C -6.6592 3.0576 4.0745 -1.6647
C -5.5658 2.6264 3.0573 0.3517
C -4.4910 1.7388 3.7376 -0.7606
O -3.5735 1.3585 2.7096 0.0464
C -2.3031 0.9057 3.2542 -0.6421
N -6.3314 1.8454 1.9934 -0.6248
H -7.5145 3.4517 3.5256 0.4216
H -6.3192 3.8342 4.7597 0.3948
H -7.0344 2.1661 4.5769 0.3746
H -5.1544 3.5212 2.5904 0.2211
H -4.8226 0.9256 4.3832 0.2877
H -3.9431 2.3990 4.4099 0.4380
H -2.4218 -0.0540 3.7572 0.4639
H -1.8067 1.5054 4.0172 0.5778
H -1.6145 0.6551 2.4473 -0.5510
H -6.9508 1.2713 2.5474 0.3409
H -5.6434 1.2982 1.4961 0.2213
C 2.2144 6.6183 -0.1882 -1.1583
C 0.9722 6.8025 -1.1972 0.4025
C 0.6283 5.5149 -1.9035 -0.3181
O 1.6305 5.2653 -2.9862 -0.4274
C 1.2680 4.1223 -3.7546 -0.4497
N -0.1710 7.0760 -0.3566 -0.6147
H 2.3140 7.4552 0.5030 0.4203
H 3.1129 6.5660 -0.8031 0.3352
H 2.1567 5.7257 0.4346 0.0500
H 1.1559 7.6697 -1.8315 0.3521
H -0.3726 5.4969 -2.3346 0.3895
H 0.6455 4.7015 -1.1782 0.0224
H 2.0084 3.9301 -4.5312 0.2883
H 0.3211 4.3959 -4.2200 0.3374
H 1.0728 3.2239 -3.1690 0.0009
H -0.2108 8.0566 -0.1179 0.2501
H -1.0087 6.8343 -0.8665 0.1837
C 5.5189 -3.2375 1.1526 -1.4027
C 4.7497 -2.0415 1.5698 0.6015
C 5.5680 -1.0934 2.5045 -0.8185
O 4.8968 0.0514 2.8282 -0.3272
C 3.8480 -0.1137 3.7890 -0.3375
N 4.4131 -1.2867 0.3390 0.2261
H 5.8395 -3.8116 2.0219 0.4844
H 6.4210 -2.8996 0.6426 0.3263
H 4.9766 -3.9135 0.4914 0.2020
H 3.8811 -2.3901 2.1284 -0.0975
H 6.4564 -0.7251 1.9914 0.2615
H 5.9257 -1.6124 3.3937 0.4475
H 3.1677 -0.9462 3.6099 0.0296
H 3.2520 0.7987 3.8108 0.0257
H 4.1173 -0.3474 4.8190 0.4739
H 5.2924 -1.0965 -0.1201 0.4649
H 4.1339 -0.3605 0.6294 -0.2928
```

Results
Energy ... -7172.563215 hartree
Net charge ... +1
HOMO-LUMO gap (spin up / spin down) ... 8.70 / 7.56 eV
<S²> ... 0.752
Multiplicity ... 2


Density functional theory data (ωB97M-V/def2-TZVPD) for a structure of composition C11H20N2O8Zn at a distorted geometry.

Geometry as XYZ:
```
42
Properties=species:S:1:pos:R:3:nbo_charge:R:1
Zn 5.6201 9.7861 7.3616 1.7270
C 6.6234 6.2852 4.6882 -0.4249
N 6.3334 6.0101 6.0676 -0.4025
C 6.7524 4.7625 6.6995 -0.4199
C 5.8559 7.0854 6.7325 0.7225
O 5.6419 8.1832 6.2197 -0.7497
C 5.5962 6.8060 8.1733 -0.1611
O 5.3050 7.9399 8.9649 -0.5413
C 6.1273 8.0667 10.0974 -0.1741
C 7.5913 8.2542 9.5522 0.7224
O 7.7725 8.1501 8.3159 -0.7498
N 8.5804 8.4436 10.4387 -0.4141
C 8.1968 8.8076 11.8077 -0.4063
C 9.9112 8.7897 9.9186 -0.4182
H 6.2017 5.6409 3.9516 0.2062
H 6.3086 7.2853 4.4870 0.2506
H 7.7175 6.2708 4.4988 0.1975
H 5.9338 4.3263 7.2693 0.2098
H 6.9732 3.9384 6.0166 0.2328
H 7.5451 4.8789 7.3858 0.2109
H 4.7135 6.1189 8.1568 0.2082
H 6.4274 6.2360 8.6234 0.2175
H 5.7499 8.8839 10.6803 0.2595
H 6.0492 7.2171 10.7604 0.1892
H 8.4092 7.9595 12.4466 0.1942
H 8.8235 9.6787 12.0954 0.2168
H 7.2005 9.0993 11.8828 0.2289
H 10.0033 9.8511 9.7352 0.2099
H 10.6399 8.3271 10.5455 0.2069
H 9.9803 8.2889 8.9549 0.2307
O 5.5730 11.2579 10.8451 -0.6288
C 5.4387 11.0867 9.6522 0.6519
O 6.4186 10.5010 8.9491 -0.9846
C 4.3104 11.6656 8.7151 0.6631
O 3.5940 12.5576 9.1697 -0.6088
O 4.2177 11.0912 7.5711 -0.9010
C 7.6001 11.8413 6.5225 -0.2734
O 7.4117 10.4084 6.3458 -0.8122
H 8.6828 12.1271 6.5315 0.1759
H 7.3198 12.0962 7.5578 0.2128
H 7.0336 12.4290 5.7817 0.2045
H 8.0892 9.8545 6.8504 0.5208
```

Results
Energy ... -2921.951696 hartree
Net charge ... 0
HOMO-LUMO gap ... 8.20 eV


Calculated values (kcal/mol) of energy relative to the best compared isomer or geometry (same formula, charge and spin) for the records, taken in order: 97.9, 83.7, 111.0, 134.4, 0.0, 13.1.